# 1
This record from the Open Molecules 2025 dataset describes an isolated ion of composition C4H8N3 and charge +1. The level of theory is ωB97M-V/def2-TZVPD.

Values from the calculation:
HOMO (alpha / beta) in eV: -10.4 / -15.2
Charge: +1
2S+1: 3
Orbital gap (alpha / beta) in eV: 6.580 / 9.548
Lowest unoccupied orbital energy (alpha / beta) in hartree: -0.1397 / -0.2081
Calculated total energy in hartree: -320.992174
Energy relative to the best compared isomer or geometry (same formula, charge and spin) in kJ/mol: 259.2

Element x y z (Å)
C -0.86 1.13 0.11
C -0.95 -1.24 0.14
C 1.51 -0.04 0.65
C 0.08 -0.07 0.06
N -2.15 0.63 -0.09
N -2.16 -0.57 -0.17
N 1.28 0.05 -0.82
H -1.01 1.64 1.08
H -0.53 1.97 -0.67
H -0.88 -2.02 -0.63
H -1.13 -1.63 1.11
H 1.83 0.80 1.07
H 2.13 -0.87 0.95
H 1.34 1.01 -1.36
H 1.50 -0.80 -1.42

***

# 2
This record from the Open Molecules 2025 dataset describes C22H31BO3S3 as an isolated structure. The level of theory is ωB97M-V/def2-TZVPD.

Values from the calculation:
HOMO in eV: -7.0
Charge: 0
2S+1: 1
Orbital gap in eV: 5.544
Lowest unoccupied orbital energy in hartree: -0.0517
Calculated total energy in hartree: -2301.980780
Energy relative to the best compared isomer or geometry (same formula, charge and spin) in kJ/mol: 0.0

Element x y z (Å)
C -6.87 2.62 0.72
O -6.03 2.56 -0.46
C -4.69 2.38 -0.29
C -3.90 2.50 -1.46
C -2.53 2.57 -1.36
C -1.88 2.39 -0.11
B 1.03 -2.30 -0.62
C -0.44 2.50 -0.01
C 0.29 2.54 1.18
C 1.61 3.03 1.01
C 1.90 3.36 -0.30
C 3.15 3.99 -0.79
S 0.58 2.99 -1.35
O 1.31 -2.79 0.65
C 2.72 -2.63 0.83
C 2.95 -1.68 2.00
C 3.29 -4.00 1.20
C 3.27 -2.06 -0.58
C 3.60 -0.57 -0.57
C 4.49 -2.77 -1.14
O 2.18 -2.26 -1.47
C -2.68 2.13 1.03
C -4.07 2.13 0.95
H -7.85 2.87 0.32
H -6.90 1.64 1.22
H -6.54 3.40 1.42
H -4.41 2.59 -2.42
H -1.94 2.76 -2.26
H -0.13 2.25 2.14
H 2.33 3.19 1.81
H 3.72 4.35 0.07
H 3.76 3.25 -1.34
H 2.92 4.82 -1.47
H 4.01 -1.41 2.05
H 2.33 -0.78 1.91
H 2.68 -2.19 2.93
H 4.37 -3.97 1.39
H 2.80 -4.34 2.12
H 3.08 -4.73 0.41
H 4.52 -0.38 0.00
H 3.77 -0.25 -1.61
H 2.77 0.03 -0.18
H 5.37 -2.55 -0.53
H 4.34 -3.86 -1.18
H 4.68 -2.41 -2.16
H -2.20 1.96 1.99
H -4.66 1.96 1.84
C -2.31 -2.33 0.07
C -1.79 -3.40 -0.89
S -0.29 -3.08 -1.82
C 0.25 -0.71 -0.55
S -1.01 -0.53 -1.62
C -2.47 -0.99 -0.64
H -3.31 -2.64 0.41
H -1.66 -2.22 0.93
H -1.59 -4.34 -0.36
H -2.55 -3.56 -1.68
H 0.59 0.15 0.01
H -3.28 -1.03 -1.39
H -2.64 -0.15 0.03

***

# 3
This record from the Open Molecules 2025 dataset describes C26H21N8OV as an isolated structure. The level of theory is ωB97M-V/def2-TZVPD.

Values from the calculation:
HOMO (alpha / beta) in eV: -17.1 / -17.1
Charge: +3
2S+1: 2
Orbital gap (alpha / beta) in eV: 6.141 / 6.395
Lowest unoccupied orbital energy (alpha / beta) in hartree: -0.4019 / -0.3926
Calculated total energy in hartree: -2459.823145

Element x y z (Å)
V 0.17 -0.51 0.52
O 3.87 -0.35 -0.60
C 2.82 -0.71 -0.15
N 1.81 0.15 0.26
C 2.11 1.55 0.21
C 1.08 2.24 1.04
C 1.13 3.58 1.44
C 0.16 4.06 2.29
C -0.85 3.20 2.72
C -0.86 1.91 2.25
N 0.07 1.44 1.42
C 2.40 -2.12 0.06
C 3.26 -3.20 -0.05
C 2.78 -4.46 0.29
C 1.46 -4.59 0.71
C 0.65 -3.45 0.74
N 1.11 -2.25 0.43
H 3.14 1.75 0.56
H 2.09 1.93 -0.83
H 1.93 4.22 1.10
H 0.18 5.08 2.64
H -1.62 3.53 3.40
H -1.66 1.24 2.55
H 4.27 -3.03 -0.38
H 3.42 -5.33 0.23
H 1.06 -5.54 1.00
H -0.39 -3.52 1.04
N 0.52 0.08 -3.98
C 0.74 -0.48 -2.80
N -0.01 -0.26 -1.74
C -1.10 0.57 -1.88
N -1.99 0.56 -0.90
N -1.64 -0.11 0.15
C -2.46 -0.68 0.98
C -1.87 -1.21 2.19
C -2.61 -1.74 3.25
C -1.94 -2.15 4.39
C -0.56 -2.01 4.45
C 0.11 -1.48 3.35
N -0.52 -1.10 2.25
C -1.29 1.34 -3.07
C -2.24 2.37 -3.16
C -2.37 3.06 -4.35
C -1.62 2.69 -5.47
C -0.67 1.68 -5.40
C -0.47 1.03 -4.18
H 1.12 -0.16 -4.77
H 1.58 -1.17 -2.71
H -3.53 -0.70 0.81
H -3.68 -1.83 3.17
H -2.49 -2.57 5.22
H -0.02 -2.30 5.34
H 1.19 -1.35 3.37
H -2.83 2.62 -2.29
H -3.06 3.88 -4.42
H -1.78 3.20 -6.41
H -0.11 1.39 -6.28

***

# 4
This record from the Open Molecules 2025 dataset describes a 2-piece molecular cluster, C2H4Cl4 overall. The level of theory is ωB97M-V/def2-TZVPD.

Values from the calculation:
HOMO in eV: -10.8
Charge: 0
2S+1: 1
Orbital gap in eV: 11.520
Lowest unoccupied orbital energy in hartree: 0.0276
Calculated total energy in hartree: -1919.357657
Energy relative to the best compared isomer or geometry (same formula, charge and spin) in kJ/mol: 19.4

Element x y z (Å)
Cl 2.59 -0.89 -1.06
C 2.35 0.46 0.06
Cl 3.49 1.72 -0.41
H 1.33 0.81 -0.14
H 2.48 0.12 1.09
Cl -2.25 -2.00 0.65
C -2.58 -0.38 0.11
Cl -1.10 0.33 -0.55
H -3.34 -0.43 -0.67
H -2.97 0.25 0.91

***

# 5
This record from the Open Molecules 2025 dataset describes C2H6ClN3O in the gas phase. The level of theory is ωB97M-V/def2-TZVPD.

Values from the calculation:
HOMO in eV: -8.8
Charge: 0
2S+1: 1
Orbital gap in eV: 9.619
Lowest unoccupied orbital energy in hartree: 0.0315
Calculated total energy in hartree: -779.440735
Energy relative to the best compared isomer or geometry (same formula, charge and spin) in kJ/mol: 0.0

Element x y z (Å)
N 1.87 1.51 -0.39
N 0.70 0.82 -0.65
C 0.36 -0.10 0.26
Cl -0.72 0.78 1.60
C -0.90 -1.25 -0.41
N -1.64 -1.71 0.61
O -0.89 -1.26 -1.62
H 2.32 1.79 -1.23
H 1.73 2.22 0.22
H 0.12 1.11 -1.42
H 1.08 -0.59 0.97
H -1.37 -1.56 1.55
H -2.66 -1.77 0.51

***

# 6
This record from the Open Molecules 2025 dataset describes a 2-piece molecular cluster, C4H12O overall. The level of theory is ωB97M-V/def2-TZVPD.

Values from the calculation:
HOMO in eV: -11.2
Charge: 0
2S+1: 1
Orbital gap in eV: 11.959
Lowest unoccupied orbital energy in hartree: 0.0274
Calculated total energy in hartree: -234.830963
Energy relative to the best compared isomer or geometry (same formula, charge and spin) in kJ/mol: 4.3

Element x y z (Å)
C 0.15 0.85 -1.05
C 1.18 0.88 0.07
C 0.54 1.14 1.44
C 2.02 -0.39 0.07
H 0.63 0.46 -1.95
H -0.62 0.11 -0.78
H -0.33 1.80 -1.23
H 1.86 1.71 -0.13
H 0.32 2.20 1.61
H 1.23 0.83 2.23
H -0.37 0.56 1.52
H 2.75 -0.37 -0.74
H 2.55 -0.50 1.02
H 1.46 -1.31 -0.13
O -4.60 -2.41 -0.92
H -3.78 -2.33 -0.43
H -4.99 -3.24 -0.60

***

# 7
This record from the Open Molecules 2025 dataset describes C18H15ClV as an isolated structure. The level of theory is ωB97M-V/def2-TZVPD.

Values from the calculation:
HOMO (alpha / beta) in eV: -3.5 / -3.8
Charge: -1
2S+1: 3
Orbital gap (alpha / beta) in eV: 6.619 / 6.936
Lowest unoccupied orbital energy (alpha / beta) in hartree: 0.1159 / 0.1157
Calculated total energy in hartree: -2099.089393

Element x y z (Å)
C -2.19 -0.93 0.04
C -1.54 -1.12 -1.24
C -1.30 0.18 -1.80
H -1.34 -2.07 -1.72
C -1.70 1.16 -0.85
C -2.26 0.48 0.28
H -2.74 0.95 1.13
H -2.62 -1.71 0.65
H -0.99 0.37 -2.82
H -1.68 2.24 -1.00
V -0.06 -0.27 0.37
Cl 0.16 -2.33 1.15
C 2.22 0.11 0.38
C 1.79 1.35 -0.21
C 1.38 1.08 -1.55
H 1.90 2.34 0.23
C 1.51 -0.32 -1.78
C 2.03 -0.93 -0.60
H 2.34 -1.96 -0.50
H 2.71 0.00 1.34
H 1.09 1.83 -2.28
H 1.32 -0.86 -2.71
C -0.14 0.54 2.06
C -0.08 0.36 3.30
C -0.06 0.22 4.69
C -1.12 0.76 5.47
C -1.06 0.67 6.87
C 0.03 0.05 7.49
C 1.05 -0.53 6.72
C 1.01 -0.46 5.33
H -1.97 1.22 4.97
H -1.87 1.10 7.46
H 0.08 0.02 8.58
H 1.88 -1.03 7.21
H 1.78 -0.92 4.72

***

# 8
This record from the Open Molecules 2025 dataset describes C22H14Br4Cl2CoNO3 as an isolated structure. The level of theory is ωB97M-V/def2-TZVPD.

Values from the calculation:
HOMO (alpha / beta) in eV: -4.3 / -4.3
Charge: -1
2S+1: 2
Orbital gap (alpha / beta) in eV: 6.231 / 6.150
Lowest unoccupied orbital energy (alpha / beta) in hartree: 0.0726 / 0.0684
Calculated total energy in hartree: -13726.401337
Energy relative to the best compared isomer or geometry (same formula, charge and spin) in kJ/mol: 152.1

Element x y z (Å)
Co 0.42 -0.22 0.91
Cl 0.51 0.20 3.13
C 3.41 -0.11 2.66
Cl 2.98 -0.30 1.03
H 3.27 -0.96 3.30
H 3.42 0.89 3.05
Br 0.42 6.23 -1.97
C 0.55 4.36 -1.69
C 0.52 3.50 -2.78
Br 0.34 4.17 -4.54
C 0.59 2.11 -2.56
Br 0.54 0.89 -4.00
C 0.65 1.59 -1.28
O 0.65 0.34 -0.97
C 0.68 2.47 -0.13
O 0.68 1.90 1.01
C 0.65 3.85 -0.39
Br 0.67 5.00 1.12
C 0.31 -4.66 -2.69
C 0.22 -3.26 -2.78
C 0.22 -2.49 -1.66
C 0.33 -3.06 -0.36
C 0.36 -2.28 0.83
C 0.46 -2.92 2.03
C 0.52 -4.32 2.13
C 0.50 -5.09 1.00
C 0.41 -4.48 -0.27
C 0.40 -5.25 -1.46
H 0.31 -5.26 -3.59
H 0.17 -2.79 -3.76
H 0.16 -1.41 -1.75
H 0.48 -2.35 2.96
H 0.59 -4.78 3.11
H 0.53 -6.17 1.06
H 0.46 -6.33 -1.37
O -1.62 0.03 0.84
N -1.98 1.29 0.88
C -2.26 1.93 -0.28
C -2.57 3.27 -0.29
C -2.62 3.98 0.91
C -2.35 3.29 2.08
C -2.05 1.95 2.05
H -2.19 1.32 -1.17
H -2.76 3.76 -1.23
H -2.83 5.03 0.91
H -2.37 3.80 3.03
H -1.80 1.37 2.92

***

# 9
This record from the Open Molecules 2025 dataset describes a 2-piece molecular cluster, C3H9NO overall. The level of theory is ωB97M-V/def2-TZVPD.

Values from the calculation:
HOMO in eV: -8.8
Charge: 0
2S+1: 1
Orbital gap in eV: 9.799
Lowest unoccupied orbital energy in hartree: 0.0361
Calculated total energy in hartree: -249.621906
Energy relative to the best compared isomer or geometry (same formula, charge and spin) in kJ/mol: 241.0

Element x y z (Å)
C -0.82 1.20 0.20
C -0.04 0.51 1.06
C 1.37 0.50 1.07
N 1.74 -0.57 0.09
H -1.89 0.88 0.24
H -0.52 2.09 -0.27
H -0.37 -0.38 1.73
H 1.80 0.36 2.06
H 1.84 1.43 0.59
H 2.57 -1.11 0.03
H 1.55 -0.27 -0.86
O -2.11 -1.50 -2.25
H -2.58 -0.86 -1.76
H -2.54 -2.28 -1.93

***

# 10
This record from the Open Molecules 2025 dataset describes C5H7N2 as an isolated structure. The level of theory is ωB97M-V/def2-TZVPD.

Values from the calculation:
HOMO in eV: -16.3
Charge: +1
2S+1: 1
Orbital gap in eV: 10.150
Lowest unoccupied orbital energy in hartree: -0.2254
Calculated total energy in hartree: -303.783687
Energy relative to the best compared isomer or geometry (same formula, charge and spin) in kJ/mol: 617.7

Element x y z (Å)
C -2.03 -0.26 0.21
C -0.23 -0.76 -0.36
C -0.59 0.87 0.23
C 0.37 1.95 0.01
C 0.83 -1.79 0.26
N -1.55 -1.34 -0.11
N -1.89 1.03 0.44
H -0.11 -0.54 -1.43
H 1.12 1.97 0.79
H -0.34 2.92 0.00
H 1.00 1.95 -0.97
H 1.04 -2.52 -0.51
H 0.64 -2.26 1.17
H 1.77 -1.23 0.26

***

# 11
This record from the Open Molecules 2025 dataset describes a 2-piece molecular cluster, C4H6N2 overall. The level of theory is ωB97M-V/def2-TZVPD.

Values from the calculation:
HOMO (alpha / beta) in eV: -19.6 / -20.0
Charge: +2
2S+1: 1
Orbital gap (alpha / beta) in eV: 8.077 / 7.356
Lowest unoccupied orbital energy (alpha / beta) in hartree: -0.4225 / -0.4661
Calculated total energy in hartree: -264.463879
Energy relative to the best compared isomer or geometry (same formula, charge and spin) in kJ/mol: 788.2

Element x y z (Å)
C 0.70 -0.16 -0.29
C 1.88 -0.04 -0.05
C -2.84 -0.56 0.78
C -3.40 0.41 -0.20
N -2.09 -0.26 -0.15
N 3.22 -0.23 0.29
H -3.03 -1.14 1.58
H -3.94 0.39 -1.16
H -3.54 1.39 0.33
H 3.44 -1.27 0.48
H 3.62 0.26 1.05
H 3.64 0.05 -0.58

***

# 12
This record from the Open Molecules 2025 dataset describes C56H78F17N19O4PS2 as an isolated structure. The level of theory is ωB97M-V/def2-TZVPD.

Values from the calculation:
HOMO in eV: -6.8
Charge: +1
2S+1: 1
Orbital gap in eV: 4.509
Lowest unoccupied orbital energy in hartree: -0.0858
Calculated total energy in hartree: -6356.549310

Element x y z (Å)
C -3.60 1.27 -0.87
C -4.40 2.60 -1.19
O -4.93 3.23 -0.03
C -4.11 4.31 0.43
C -3.40 3.86 1.79
O -2.06 4.38 1.91
C -1.17 3.65 1.12
O -0.87 4.52 0.01
C 0.11 3.97 -0.88
C 0.60 2.55 -0.49
C 1.85 2.08 -1.36
C 1.79 2.57 -2.84
C 0.74 1.79 -3.72
F -0.51 1.85 -3.16
F 0.67 2.52 -4.89
C 1.22 0.35 -4.13
F 1.68 0.43 -5.42
F 2.28 -0.13 -3.40
C 0.11 -0.77 -4.14
F -1.05 -0.36 -4.72
F 0.57 -1.76 -4.98
C -0.25 -1.31 -2.70
F 0.11 -0.43 -1.71
F -1.61 -1.39 -2.61
C 0.38 -2.70 -2.32
F 1.69 -2.81 -2.70
F 0.44 -2.71 -0.94
C -0.48 -3.95 -2.69
F -1.55 -4.07 -1.85
F -1.02 -3.86 -3.94
C 0.28 -5.32 -2.64
F -0.61 -6.32 -2.89
F 1.25 -5.42 -3.60
C 0.98 -5.68 -1.28
F 0.22 -5.44 -0.17
F 2.17 -5.08 -1.08
F 1.24 -7.04 -1.31
N 0.90 2.31 0.97
S 0.69 0.56 1.28
C 0.12 3.23 1.92
C -0.19 2.58 3.29
C -0.66 3.52 4.42
O -0.82 4.71 4.39
P 1.33 4.68 2.19
S 2.58 4.26 3.61
H -3.87 0.53 -1.65
H -3.89 0.84 0.13
H -2.49 1.42 -0.94
H -5.28 2.28 -1.80
H -3.81 3.28 -1.85
H -3.39 4.70 -0.32
H -4.78 5.16 0.68
H -3.98 4.34 2.61
H -3.48 2.76 1.97
H -1.76 2.75 0.79
H 1.00 4.66 -0.83
H -0.27 4.05 -1.92
H -0.21 1.84 -0.77
H 2.05 1.00 -1.24
H 2.73 2.60 -0.89
H 2.78 2.31 -3.30
H 1.70 3.67 -2.97
H 1.91 2.50 1.11
H -0.61 0.17 0.76
H 0.75 2.11 3.66
H -1.01 1.81 3.17
H -0.87 3.02 5.41
H 2.10 4.85 1.00
H 0.64 5.90 2.45
C 5.88 6.61 5.48
C 4.94 7.02 4.42
N 4.21 7.33 3.59
H 6.41 5.71 5.18
H 6.60 7.41 5.67
H 5.33 6.41 6.40
C -4.25 7.26 4.80
C -4.30 6.85 3.39
N -4.33 6.52 2.29
H -5.22 7.66 5.11
H -4.00 6.41 5.43
H -3.49 8.04 4.94
C 3.56 -0.45 4.68
C 2.63 -0.10 3.59
N 1.88 0.17 2.75
H 4.10 -1.37 4.42
H 4.27 0.36 4.82
H 3.00 -0.61 5.60
C 4.26 -6.27 -4.67
C 4.64 -7.10 -5.82
N 4.95 -7.75 -6.72
H 4.93 -6.47 -3.83
H 4.33 -5.22 -4.93
H 3.24 -6.50 -4.37
C 2.28 -9.36 -7.51
C 1.89 -10.72 -7.10
N 1.59 -11.78 -6.78
H 2.25 -9.27 -8.59
H 1.61 -8.63 -7.07
H 3.30 -9.16 -7.16
C -5.66 -2.17 1.26
C -4.42 -1.43 1.55
N -3.45 -0.85 1.77
H -5.96 -2.74 2.14
H -6.46 -1.47 1.01
H -5.50 -2.85 0.43
C 6.86 3.75 1.26
C 5.57 3.74 1.97
N 4.55 3.74 2.52
H 6.83 4.48 0.45
H 7.66 4.03 1.95
H 7.07 2.77 0.86
C 0.24 -8.40 1.72
C 1.00 -8.17 2.97
N 1.59 -8.00 3.94
H 0.28 -7.51 1.10
H 0.69 -9.23 1.17
H -0.80 -8.64 1.95
C -3.31 -3.32 -6.38
C -4.61 -3.17 -7.06
N -5.61 -3.06 -7.59
H -3.33 -4.17 -5.70
H -2.52 -3.47 -7.11
H -3.09 -2.42 -5.80
C -7.98 1.07 2.23
C -6.71 1.76 2.53
N -5.73 2.30 2.77
H -8.31 0.50 3.09
H -8.75 1.81 1.98
H -7.85 0.40 1.38
C -2.57 10.55 1.85
C -3.85 10.58 2.60
N -4.94 10.60 3.21
H -2.61 11.27 1.03
H -1.74 10.80 2.51
H -2.41 9.55 1.44
C 0.53 -6.66 6.98
C 1.30 -6.45 8.22
N 1.89 -6.28 9.19
H 0.58 -5.77 6.35
H 0.94 -7.51 6.43
H -0.52 -6.87 7.22
C -0.41 8.24 6.91
C -0.69 9.07 5.72
N -0.90 9.72 4.80
H -0.67 8.80 7.82
H -1.01 7.33 6.87
H 0.64 7.98 6.94
C -1.55 -3.37 7.82
C -1.02 -2.70 6.62
N -0.60 -2.18 5.68
H -1.48 -2.70 8.68
H -2.60 -3.64 7.67
H -0.98 -4.27 8.03
C 2.91 -3.72 -8.33
C 2.50 -5.08 -7.92
N 2.18 -6.13 -7.60
H 2.86 -3.64 -9.41
H 2.24 -2.99 -7.88
H 3.93 -3.53 -8.00
C 7.92 -5.17 -4.30
C 7.21 -4.04 -4.93
N 6.64 -3.17 -5.41
H 8.97 -4.90 -4.14
H 7.47 -5.42 -3.35
H 7.88 -6.04 -4.95
C -8.31 10.45 0.76
C -7.02 10.48 1.48
N -6.01 10.50 2.04
H -8.94 9.67 1.17
H -8.81 11.42 0.86
H -8.14 10.25 -0.30
C 5.04 -11.93 -6.21
C 5.77 -11.67 -4.96
N 6.33 -11.47 -3.98
H 5.05 -11.04 -6.84
H 5.52 -12.75 -6.76
H 4.01 -12.20 -6.00